1.
{
  "formula": "C13H23BF4HgNP",
  "method": "ωB97M-V/def2-TZVPD",
  "homo_ev": [-8.42, -8.42],
  "relative_energy_kcal_mol": 59.7,
  "gap_ev": [6.611, 6.610],
  "symbols": ["Hg", "P", "F", "F", "F", "F", "N", "C", "C", "C", "C", "C", "C", "C", "C", "C", "C", "C", "C", "C", "B", "H", "H", "H", "H", "H", "H", "H", "H", "H", "H", "H", "H", "H", "H", "H", "H", "H", "H", "H", "H", "H", "H", "H"],
  "xyz": [[-0.034, -0.082, 0.110], [0.810, 2.085, -1.231], [-0.764, 1.028, 4.004], [1.233, -0.001, 3.584], [-0.417, -1.132, 4.805], [-0.708, -0.861, 2.545], [0.834, -1.900, -1.205], [-1.774, -1.010, -2.261], [-0.820, 2.609, -1.890], [1.456, 3.426, -0.216], [-0.233, -2.909, -1.392], [1.790, 2.065, -2.740], [-1.234, 0.139, -1.716], [-2.542, -1.000, -3.426], [-2.246, 1.357, -3.564], [-1.642, -2.327, -1.558], [-1.466, 1.331, -2.405], [1.382, -1.504, -2.526], [-2.784, 0.190, -4.078], [1.918, -2.510, -0.395], [-0.143, -0.229, 3.805], [1.820, 3.091, -3.139], [-1.472, 3.038, -1.108], [-0.281, 1.322, 1.082], [1.562, 4.333, -0.832], [0.090, -3.502, -2.261], [-3.407, 0.192, -4.976], [1.787, -2.437, -2.969], [1.266, 0.370, 1.112], [-0.248, -3.558, -0.508], [-2.076, -2.239, -0.550], [1.315, 1.402, -3.481], [1.466, -2.921, 0.514], [2.386, -3.312, -0.993], [2.438, 3.140, 0.207], [2.666, -1.753, -0.116], [0.584, -1.103, -3.170], [0.779, 3.610, 0.635], [-0.675, 3.307, -2.735], [-2.440, 2.325, -4.049], [-2.976, -1.956, -3.759], [-2.215, -3.058, -2.139], [2.192, -0.757, -2.427], [2.821, 1.701, -2.581]]
}

***

2.
{
  "formula": "C13H23Br2CrN3O5",
  "method": "ωB97M-V/def2-TZVPD",
  "homo_ev": [-11.47, -11.49],
  "s_squared": 3.785,
  "charge": 1,
  "multiplicity": 4,
  "gap_ev": [7.064, 8.329],
  "symbols": ["Br", "Br", "Cr", "O", "O", "O", "O", "O", "N", "N", "N", "C", "C", "C", "C", "C", "C", "C", "C", "C", "C", "C", "C", "C", "H", "H", "H", "H", "H", "H", "H", "H", "H", "H", "H", "H", "H", "H", "H", "H", "H", "H", "H", "H", "H", "H", "H"],
  "xyz": [[-4.233, 1.102, -0.358], [-1.696, 2.652, 0.919], [-0.389, 0.101, -0.465], [1.047, -0.113, -1.648], [-2.708, -2.650, 1.096], [1.863, -1.279, -3.386], [-1.075, 1.544, -2.015], [-1.327, -0.919, 0.721], [-1.351, -1.189, -1.898], [1.103, 0.317, 1.094], [3.054, 0.432, 2.763], [-1.229, 0.869, -3.284], [1.984, 1.492, 0.793], [-2.324, -2.041, -1.167], [0.588, 0.451, 2.493], [1.925, -0.938, 1.034], [3.151, 1.541, 1.821], [1.023, -1.093, -2.558], [-2.146, -1.928, 0.337], [1.785, 0.508, 3.482], [-0.196, -1.986, -2.391], [-1.987, -0.402, -2.988], [-3.538, 2.077, 1.139], [3.109, -0.833, 2.038], [2.350, 1.390, -0.225], [-0.067, -0.392, 2.689], [-0.258, 0.691, -3.740], [1.762, 1.434, 4.056], [4.059, -0.893, 1.509], [3.132, 2.477, 2.379], [3.074, -1.650, 2.756], [1.367, 2.391, 0.855], [-0.722, 2.430, -2.155], [-2.067, -0.999, -3.899], [0.057, -2.732, -1.634], [2.291, -1.060, 0.020], [-4.127, 2.973, 1.262], [1.736, -0.320, 4.187], [-1.823, 1.486, -3.956], [-3.571, 1.442, 2.013], [-3.342, -1.725, -1.385], [-2.988, -0.136, -2.659], [4.109, 1.480, 1.306], [-0.425, -2.502, -3.322], [-0.003, 1.358, 2.549], [-2.243, -3.088, -1.455], [1.263, -1.770, 1.279]]
}

***

3.
{
  "formula": "C13H23BrCaNP",
  "method": "ωB97M-V/def2-TZVPD",
  "homo_ev": [-8.04, -8.14],
  "relative_energy_kcal_mol": 164.5,
  "gap_ev": [5.915, 5.532],
  "symbols": ["Br", "Ca", "P", "N", "C", "C", "C", "C", "C", "C", "C", "C", "C", "C", "C", "C", "C", "H", "H", "H", "H", "H", "H", "H", "H", "H", "H", "H", "H", "H", "H", "H", "H", "H", "H", "H", "H", "H", "H", "H"],
  "xyz": [[-2.468, -0.123, 3.201], [-1.325, -0.720, 0.632], [-0.513, -1.530, -1.453], [-1.185, 1.571, 0.533], [2.781, 0.641, 1.672], [-0.558, 2.179, 1.762], [3.045, -1.198, 0.118], [0.795, -0.603, 0.937], [3.612, -0.181, 0.900], [0.992, -2.408, -0.794], [-0.379, 1.957, -0.651], [-2.555, 2.120, 0.374], [1.387, 0.437, 1.693], [0.491, 1.334, 2.521], [-1.539, -2.819, -2.277], [1.653, -1.401, 0.131], [0.188, -0.591, -2.887], [-0.382, 3.059, -0.775], [3.687, -1.826, -0.512], [1.659, -2.768, -1.598], [0.615, -3.285, -0.234], [-3.091, 2.019, 1.329], [-1.379, 2.410, 2.459], [3.219, 1.454, 2.266], [-0.047, 0.701, 3.242], [-1.802, -3.585, -1.530], [-1.431, -2.263, 0.870], [-2.930, -0.773, 0.260], [-0.604, -0.019, -3.399], [0.655, 1.607, -0.514], [-0.118, 3.147, 1.451], [0.954, 0.108, -2.513], [-1.003, -3.287, -3.121], [0.656, -1.286, -3.607], [-0.814, 1.490, -1.545], [-2.488, 3.189, 0.123], [-2.472, -2.359, -2.643], [-3.104, 1.579, -0.424], [4.696, -0.020, 0.893], [1.100, 2.044, 3.110]]
}

***

no.,calculated total energy (Eh)
1,-1483.02315
2,-7241.97016
3,-4156.56947